Record 1
A molecular structure, C32H26BBr3LiN5O12, computed with the ωB97M-V functional and the def2-TZVPD basis.

```
80
Properties=species:S:1:pos:R:3:lowdin_charge:R:1
Li 1.341 2.106 3.131 0.77
O -1.437 2.266 -3.790 0.16
C -1.433 1.750 -2.718 -0.39
O -1.622 2.342 -1.542 0.22
B -1.613 1.336 -0.463 -0.90
O -1.278 0.064 -1.133 0.21
C -1.353 0.230 -2.450 -0.39
O -1.324 -0.618 -3.286 0.15
O -2.907 1.334 0.238 0.24
C -2.745 1.807 1.469 -0.39
O -3.607 2.026 2.262 0.17
C -1.221 1.989 1.667 -0.40
O -0.615 1.599 0.589 0.21
O -0.661 2.216 2.719 0.04
C -4.615 1.125 -4.362 -1.64
Br -5.795 0.056 -3.262 0.56
Br -5.480 2.794 -4.821 0.56
Br -4.059 0.202 -5.933 0.61
H -3.766 1.356 -3.742 -0.07
C 0.054 -4.873 -0.109 -0.09
C 1.288 -5.349 -0.538 -0.07
C 1.961 -4.690 -1.553 -0.01
C 1.369 -3.603 -2.162 -0.15
C 0.130 -3.134 -1.766 0.01
C -0.554 -3.818 -0.779 -0.06
N 2.107 -2.869 -3.201 -0.35
O 1.416 -2.266 -4.003 0.09
O 3.321 -2.856 -3.156 0.07
H -0.459 -5.422 0.672 0.11
H 1.732 -6.223 -0.081 0.11
H 2.947 -4.994 -1.882 0.12
H -0.292 -2.272 -2.268 0.09
H -1.559 -3.517 -0.510 0.12
C -3.155 -0.746 4.219 -0.05
C -3.039 -1.362 5.461 -0.05
C -2.183 -2.440 5.572 0.00
C -1.439 -2.864 4.485 -0.15
C -1.557 -2.267 3.255 -0.02
C -2.451 -1.220 3.116 -0.05
N -0.497 -3.983 4.644 -0.35
O -0.273 -4.661 3.657 0.07
O 0.015 -4.139 5.737 0.09
H -3.881 0.031 4.008 0.11
H -3.712 -1.037 6.240 0.11
H -1.959 -2.934 6.511 0.12
H -1.124 -2.675 2.352 0.10
H -2.607 -0.794 2.133 0.11
N 1.919 0.348 2.161 -0.02
C 1.159 -0.710 1.852 -0.13
C 1.673 -1.948 1.531 -0.03
C 3.051 -2.133 1.548 -0.03
C 3.856 -1.027 1.782 -0.05
C 3.260 0.175 2.070 -0.14
H 0.103 -0.509 1.722 0.10
H 1.063 -2.808 1.286 0.09
H 3.462 -3.116 1.363 0.12
H 4.935 -1.092 1.743 0.11
H 3.837 1.052 2.341 0.11
N 1.007 4.718 -0.325 0.07
C -0.061 4.814 0.473 -0.17
C -1.314 5.233 0.063 -0.07
C -1.474 5.564 -1.271 -0.07
C -0.421 5.386 -2.155 -0.06
C 0.804 5.057 -1.600 -0.15
H 0.183 4.540 1.496 0.09
H -2.127 5.369 0.764 0.11
H -2.449 5.910 -1.595 0.11
H -0.436 5.721 -3.182 0.11
H 1.733 5.052 -2.164 0.10
N 3.097 2.611 -1.195 0.06
C 3.908 2.647 -2.230 -0.16
C 3.973 1.634 -3.182 -0.06
C 3.106 0.556 -3.065 -0.06
C 2.281 0.498 -1.955 -0.05
C 2.307 1.545 -1.062 -0.15
H 4.554 3.510 -2.348 0.10
H 4.704 1.681 -3.979 0.10
H 3.265 -0.304 -3.703 0.09
H 1.802 -0.447 -1.717 0.10
H 1.831 1.472 -0.095 0.08
```

## Properties
molecular weight = 930.048 g mol⁻¹
highest occupied orbital energy = -9.36 eV
E_LUMO = -1.1 eV
HOMO-LUMO gap = 8.26 eV

Record 2
3 unconnected molecules or ions with the total composition C32H26BNO10P, computed with the ωB97M-V functional and the def2-TZVPD basis.

```
71
Properties=species:S:1:pos:R:3:lowdin_charge:R:1
O -5.581 1.117 -0.061 -0.21
P -5.008 2.362 -0.555 0.45
O -5.642 2.915 -1.900 -0.07
O -3.439 2.336 -0.769 -0.08
C -5.433 3.659 0.665 -0.21
N -5.540 3.186 2.049 0.15
C -5.416 4.128 2.895 0.05
C -5.127 5.436 2.235 -0.01
C -4.725 5.029 0.793 -0.25
O -3.340 5.017 0.547 0.11
B -2.478 4.466 1.511 -0.82
O -2.605 3.145 1.914 0.17
O -1.593 5.300 2.095 0.24
H -5.552 3.862 -2.071 0.10
H -3.052 3.187 -1.027 0.10
H -6.468 3.889 0.372 0.16
H -5.679 2.202 2.272 0.19
H -5.457 3.959 3.965 0.17
H -4.384 6.006 2.797 0.15
H -6.047 6.032 2.195 0.16
H -5.175 5.695 0.057 0.16
H -2.177 2.494 1.343 0.12
H -1.114 4.857 2.809 0.13
C 3.931 -0.863 -0.316 -0.04
C 2.706 -0.842 0.340 -0.04
C 2.126 0.366 0.686 0.00
C 2.771 1.561 0.385 -0.09
C 4.011 1.536 -0.260 -0.08
C 4.583 0.322 -0.615 0.01
C 4.747 2.796 -0.566 -0.28
O 5.816 2.779 -1.134 0.12
C 4.121 4.083 -0.143 -0.08
C 4.805 5.270 -0.374 0.01
C 4.239 6.477 -0.002 -0.05
C 2.984 6.506 0.597 -0.06
C 2.300 5.326 0.831 -0.01
C 2.866 4.109 0.469 -0.08
C 2.124 2.848 0.750 -0.27
O 1.019 2.876 1.265 0.07
H 4.375 -1.810 -0.591 0.11
H 2.209 -1.775 0.571 0.10
H 1.171 0.398 1.193 0.11
H 5.539 0.321 -1.120 0.12
H 5.777 5.230 -0.844 0.12
H 4.775 7.400 -0.179 0.11
H 2.543 7.452 0.882 0.11
H 1.325 5.334 1.298 0.10
C -0.583 -5.790 2.263 -0.06
C -1.142 -7.046 2.051 -0.05
C -0.877 -7.737 0.881 0.00
C -0.057 -7.171 -0.087 -0.08
C 0.492 -5.904 0.118 -0.08
C 0.230 -5.220 1.299 -0.01
C 1.352 -5.261 -0.917 -0.27
O 1.836 -4.162 -0.737 0.09
C 1.594 -6.010 -2.182 -0.08
C 2.357 -5.417 -3.180 0.00
C 2.603 -6.099 -4.359 -0.05
C 2.093 -7.379 -4.545 -0.05
C 1.329 -7.974 -3.555 0.00
C 1.072 -7.291 -2.373 -0.08
C 0.228 -7.945 -1.332 -0.28
O -0.212 -9.062 -1.488 0.11
H -0.785 -5.257 3.183 0.11
H -1.782 -7.488 2.804 0.11
H -1.297 -8.717 0.704 0.12
H 0.671 -4.245 1.449 0.11
H 2.750 -4.423 -3.020 0.12
H 3.195 -5.635 -5.137 0.11
H 2.291 -7.913 -5.465 0.11
H 0.923 -8.968 -3.684 0.12
```

## Properties
molecular weight = 626.343 g mol⁻¹
net charge = +1
highest occupied orbital energy = -11.07 eV
E_LUMO = -4.5 eV
HOMO-LUMO gap = 6.61 eV

Record 3
A molecular structure, C32H26Cl3MgN4O4S4, computed with the ωB97M-V functional and the def2-TZVPD basis.

```
74
Properties=species:S:1:pos:R:3:lowdin_charge:R:1
Mg 1.322 1.336 -0.917 0.26
C -2.522 2.016 -1.689 -0.08
C -2.186 1.496 -0.445 -0.08
C -2.570 0.202 -0.115 -0.09
C -3.288 -0.566 -1.024 -0.11
C -3.618 -0.043 -2.267 -0.09
C -3.236 1.250 -2.601 -0.09
H -2.203 3.013 -1.967 0.11
H -1.602 2.088 0.252 0.08
H -2.297 -0.216 0.847 0.09
H -3.581 -1.576 -0.762 0.10
H -4.171 -0.644 -2.980 0.10
H -3.476 1.664 -3.573 0.09
S 1.722 2.352 1.109 -0.16
S 5.802 1.766 -1.811 1.01
C 5.130 1.001 -3.192 -0.40
C 3.805 0.800 -2.998 -0.22
N 3.331 1.231 -1.785 -0.08
C 4.271 1.765 -1.057 -0.48
H 5.722 0.755 -4.057 0.06
H 3.117 0.358 -3.702 0.11
H 4.039 2.174 -0.073 0.00
Cl -3.635 2.849 3.134 0.67
C -2.622 1.447 3.288 -0.66
C -1.300 1.501 2.892 -0.12
C -0.523 0.358 3.013 -0.06
C -1.021 -0.832 3.535 -0.19
C -0.181 -2.076 3.728 -0.28
C 1.094 -2.184 2.880 -0.05
N 0.879 -1.950 1.467 -0.05
C 0.006 -2.555 0.585 -0.04
C 0.066 -1.816 -0.557 -0.13
N 0.946 -0.769 -0.391 0.03
C 1.417 -0.898 0.833 -0.21
O 0.163 -2.323 5.094 -0.11
C 0.557 -1.213 5.899 -0.15
C 1.848 -0.571 5.472 -0.33
C 3.060 -1.194 5.494 -1.00
Cl 3.393 -2.756 6.133 0.65
S 4.291 -0.291 4.714 0.99
C 3.190 0.974 4.355 -0.40
C 1.951 0.705 4.838 -0.15
C -2.367 -0.838 3.910 -0.58
Cl -3.099 -2.282 4.564 0.71
C -3.173 0.279 3.793 -0.14
H -0.838 2.383 2.461 0.07
H 0.497 0.469 2.662 0.04
H -0.813 -2.928 3.468 0.12
H 1.514 -3.176 3.053 0.14
H 1.835 -1.451 3.189 0.11
H -0.576 -3.421 0.849 0.12
H -0.502 -1.943 -1.463 0.10
H 2.074 -0.166 1.297 0.05
H 0.650 -1.634 6.900 0.13
H -0.232 -0.455 5.919 0.13
H 3.492 1.824 3.762 0.05
H 1.115 1.373 4.698 0.11
H -4.212 0.238 4.086 0.10
O -2.680 2.736 -5.599 -0.32
S -1.281 2.413 -5.707 0.62
O -0.557 2.985 -6.811 -0.31
N -0.510 2.668 -4.299 -0.01
C -0.071 1.544 -3.779 -0.51
O 0.557 1.418 -2.702 -0.09
C -0.379 0.316 -4.592 -0.14
C -0.044 -0.997 -4.319 -0.01
C -0.458 -1.975 -5.216 -0.07
C -1.184 -1.635 -6.355 -0.08
C -1.508 -0.311 -6.630 -0.04
C -1.088 0.643 -5.726 -0.21
H 0.525 -1.238 -3.430 0.10
H -0.216 -3.014 -5.030 0.10
H -1.498 -2.415 -7.038 0.10
H -2.067 -0.039 -7.515 0.12
```

## Properties
molecular weight = 789.516 g mol⁻¹
net charge = -1
energy relative to the best compared isomer or geometry (same formula, charge and spin) = 0.0 kcal per mole
highest occupied orbital energy = -3.71 eV
E_LUMO = 2.0 eV
HOMO-LUMO gap = 5.76 eV

Record 4
A molecular structure, C32H26FeNO2S, computed with the ωB97M-V functional and the def2-TZVPD basis.

```
63
Properties=species:S:1:pos:R:3:mulliken_spin:R:1
Fe -0.253 0.119 0.177 2.41
O 5.173 0.224 -0.621 0.13
C 4.249 -0.437 -0.159 0.13
O 3.079 0.283 0.245 0.02
C 4.093 -1.805 0.112 0.12
C 5.048 -2.855 -0.080 0.26
C 4.745 -4.121 0.364 -0.18
C 3.531 -4.426 1.004 0.39
C 2.567 -3.399 1.181 -0.08
C 2.853 -2.149 0.717 0.14
S 1.835 -0.700 0.751 -0.03
H 5.991 -2.632 -0.562 0.04
H 5.474 -4.914 0.216 -0.01
H 3.322 -5.431 1.347 0.05
H 1.617 -3.609 1.654 -0.01
C -3.062 3.372 0.803 0.07
C -4.266 2.701 0.606 -0.03
C -4.258 1.335 0.382 0.04
C -3.048 0.630 0.359 -0.17
C -1.812 1.297 0.482 0.09
C -1.861 2.675 0.726 -0.08
C -2.971 -0.832 0.219 0.32
C -4.075 -1.656 0.333 -0.14
C -3.960 -3.036 0.236 0.44
C -2.679 -3.584 -0.065 -0.08
C -2.470 -4.955 -0.268 0.08
C -1.229 -5.464 -0.623 0.00
C -0.166 -4.586 -0.797 0.04
C -0.345 -3.225 -0.591 -0.03
C -1.573 -2.687 -0.189 0.08
N -1.695 -1.328 0.035 0.21
H -3.057 4.441 0.994 0.01
H -5.207 3.242 0.621 0.00
H -5.197 0.819 0.216 0.00
H -0.933 3.223 0.841 0.00
H -5.041 -1.205 0.520 -0.02
H -4.817 -3.691 0.341 0.04
H -3.320 -5.621 -0.149 0.00
H -1.096 -6.529 -0.774 0.01
H 0.812 -4.948 -1.089 0.03
H 0.479 -2.544 -0.756 0.00
C 2.076 1.331 -2.577 0.08
C 0.791 1.964 -2.006 -0.18
C -0.389 1.335 -2.766 0.13
C 0.686 1.660 -0.525 0.83
C 0.793 3.483 -2.197 0.13
C -0.398 4.212 -2.122 -0.05
C -0.406 5.594 -2.226 0.00
C 0.781 6.295 -2.401 0.00
C 1.972 5.590 -2.464 0.00
C 1.976 4.203 -2.363 0.02
H 1.980 0.245 -2.529 -0.01
H 2.961 1.590 -1.999 -0.01
H 2.230 1.621 -3.624 0.01
H -0.376 0.253 -2.612 -0.01
H -0.311 1.528 -3.842 0.00
H -1.357 1.688 -2.410 -0.03
H 1.116 2.439 0.107 -0.13
H -1.330 3.693 -1.947 0.00
H -1.350 6.125 -2.157 0.00
H 0.776 7.376 -2.478 0.00
H 2.912 6.117 -2.587 0.00
H 2.919 3.675 -2.403 0.00
```

## Properties
molecular weight = 544.477 g mol⁻¹
net charge = -2
2S+1 = 6
energy relative to the best compared isomer or geometry (same formula, charge and spin) = 67.3 kcal per mole
highest occupied orbital energy (spin up / spin down) = 0.73 / -1.98 eV
E_LUMO (spin up / spin down) = 4.7 / 4.7 eV
HOMO-LUMO gap (spin up / spin down) = 3.99 / 6.70 eV

Record 5
4 unconnected molecules or ions with the total composition C32H26N2O13, computed with the ωB97M-V functional and the def2-TZVPD basis.

```
73
Properties=species:S:1:pos:R:3:lowdin_charge:R:1
C 5.416 -0.891 1.586 -0.11
C 3.889 -0.460 1.350 -0.21
C 3.030 0.388 2.366 -0.02
C 1.513 0.735 2.065 -0.03
C 0.821 0.265 0.748 -0.19
C -0.707 0.507 0.337 -0.10
C -1.491 -0.911 0.612 -0.37
C -1.439 -1.701 -0.800 -0.14
N -1.252 -2.375 -1.782 0.14
C -0.801 -1.812 1.752 -0.10
C -1.781 -3.047 2.150 -0.14
N -2.378 -3.999 2.608 0.13
C -3.067 -0.617 0.895 -0.10
C -3.368 -0.125 2.396 -0.19
O -4.169 0.807 2.704 -0.01
C 1.706 -0.563 -0.261 -0.04
C 3.201 -0.924 0.011 -0.03
H 5.969 0.022 2.040 0.09
H 5.554 -1.757 2.322 0.08
H 5.838 -1.198 0.559 0.08
H 3.562 0.714 3.327 0.09
H 0.852 1.327 2.810 0.10
H -1.212 1.398 0.848 0.13
H -0.708 0.679 -0.811 0.11
H 0.182 -2.326 1.409 0.14
H -0.601 -1.117 2.658 0.13
H -3.729 -1.547 0.704 0.14
H -3.438 0.186 0.143 0.14
H -2.832 -0.698 3.246 0.13
H 1.250 -0.952 -1.249 0.09
H 3.759 -1.563 -0.776 0.10
C -0.394 1.907 -4.301 0.05
C -0.400 2.197 -5.602 -0.23
C 0.868 2.411 -6.355 -0.31
O 0.826 2.657 -7.550 0.11
C 2.132 2.322 -5.615 0.08
C 2.137 2.035 -4.312 -0.21
C 0.870 1.794 -3.566 -0.29
O 0.913 1.516 -2.378 0.09
O 3.304 1.951 -3.610 0.09
O -1.571 2.309 -6.298 0.09
H -1.306 1.747 -3.743 0.13
H 3.044 2.497 -6.169 0.14
H 3.042 1.732 -2.693 0.11
H -1.308 2.521 -7.216 0.12
C 0.980 -8.164 5.617 0.08
C 1.378 -7.152 4.844 -0.22
C 0.416 -6.123 4.355 -0.31
O 0.819 -5.201 3.665 0.10
C -0.995 -6.270 4.726 0.07
C -1.394 -7.285 5.497 -0.22
C -0.428 -8.297 6.008 -0.31
O -0.823 -9.202 6.725 0.11
O -2.704 -7.435 5.847 0.09
O 2.684 -7.017 4.470 0.09
H 1.669 -8.916 5.980 0.14
H -1.686 -5.527 4.350 0.09
H -2.734 -8.238 6.404 0.12
H 2.714 -6.211 3.918 0.11
C -1.288 5.801 -1.750 0.08
C -1.560 7.073 -1.451 -0.22
C -2.135 8.003 -2.464 -0.31
O -2.388 9.154 -2.152 0.12
C -2.371 7.485 -3.817 0.08
C -2.096 6.214 -4.116 -0.21
C -1.547 5.278 -3.095 -0.28
O -1.325 4.117 -3.400 0.10
O -2.309 5.720 -5.371 0.10
O -1.322 7.573 -0.205 0.10
H -0.872 5.115 -1.023 0.14
H -2.772 8.175 -4.548 0.14
H -2.035 4.781 -5.332 0.10
H -1.602 8.509 -0.243 0.12
```

## Properties
SMILES = Cc1ccc(C[C@@](C#N)(CC#N)CC=O)cc1.O=C1C=C(O)C(=O)C=C1O.O=C1C=C(O)C(=O)C=C1O.O=C1C=C(O)C(=O)C=C1O
molecular weight = 646.561 g mol⁻¹
highest occupied orbital energy = -8.92 eV
E_LUMO = -1.9 eV
HOMO-LUMO gap = 7.05 eV

Record 6
A molecular structure, C32H27ClN5NiO2S, computed with the ωB97M-V functional and the def2-TZVPD basis.

```
69
Properties=species:S:1:pos:R:3:mulliken_spin:R:1
Ni -0.904 1.300 0.093 1.61
C -4.163 -1.296 -0.176 0.02
C -4.385 -1.545 1.147 -0.01
C -3.668 -0.803 2.072 0.02
C -2.831 0.253 1.637 -0.06
C -2.505 0.385 0.293 0.17
C -3.318 -0.269 -0.590 -0.02
C -2.158 1.064 2.630 0.02
C -2.517 1.131 4.001 0.00
C -1.896 2.025 4.822 0.00
C -0.872 2.859 4.276 0.01
C -0.290 3.956 5.010 0.00
C 0.708 4.717 4.451 0.00
C 1.171 4.436 3.142 0.00
C 0.674 3.397 2.384 0.00
C -0.394 2.629 2.914 0.00
N -1.077 1.717 2.113 0.04
H -4.652 -1.848 -0.987 0.00
H -5.119 -2.268 1.469 0.00
H -3.802 -0.938 3.132 0.00
H -3.418 0.054 -1.627 0.00
H -3.305 0.511 4.400 0.00
H -2.244 2.195 5.846 0.00
H -0.626 4.176 6.013 0.00
H 1.052 5.598 5.019 0.00
H 1.871 5.172 2.706 0.00
H 1.019 3.185 1.389 0.00
C 0.777 2.350 -4.663 0.00
C -0.026 3.072 -3.648 0.00
N -0.346 4.328 -3.695 0.00
N -1.166 4.579 -2.626 0.01
C -1.377 3.454 -1.923 -0.01
S -2.162 3.139 -0.482 0.11
N -0.700 2.472 -2.578 0.00
N -0.440 1.234 -1.924 0.06
H 0.157 1.965 -5.482 0.00
H 1.339 1.464 -4.271 0.00
H 1.477 3.108 -5.043 0.00
H -1.478 5.506 -2.384 0.00
H 0.549 0.935 -1.977 -0.01
H -1.009 0.467 -2.313 -0.01
O 3.174 0.683 0.193 0.00
C 2.018 0.276 0.369 0.00
O 0.971 1.022 0.148 0.04
C 1.819 -1.110 0.928 0.01
C 0.578 -1.586 1.280 -0.04
C 0.422 -2.862 1.837 0.00
C 1.552 -3.650 2.052 0.00
C 2.822 -3.204 1.681 0.00
C 2.972 -1.914 1.150 0.00
H -0.294 -0.939 1.155 0.04
H -0.519 -3.249 2.145 0.00
H 1.377 -4.656 2.425 0.00
H 3.710 -3.838 1.744 0.00
H 3.908 -1.576 0.806 0.00
Cl 3.947 -1.745 -3.143 0.00
C 2.914 -3.120 -3.221 0.00
C 3.493 -4.366 -3.502 0.00
C 2.756 -5.528 -3.439 0.00
C 1.363 -5.443 -3.208 0.00
C 0.775 -4.215 -2.868 0.00
C 1.537 -2.990 -2.828 0.00
C 0.965 -1.804 -2.493 0.00
H 4.549 -4.331 -3.762 0.00
H 3.217 -6.515 -3.662 0.00
H 0.770 -6.323 -3.123 0.00
H -0.283 -4.222 -2.677 0.00
H 0.019 -1.799 -1.996 0.00
H 1.523 -0.863 -2.563 0.00
```

## Properties
molecular weight = 639.814 g mol⁻¹
net charge = -1
2S+1 = 3
energy relative to the best compared isomer or geometry (same formula, charge and spin) = 0.0 kcal per mole
highest occupied orbital energy (spin up / spin down) = -1.98 / -1.98 eV
E_LUMO (spin up / spin down) = 1.7 / 1.7 eV
HOMO-LUMO gap (spin up / spin down) = 3.65 / 3.69 eV

Calculated values (a.u.) of electronic energy for the records, taken in order: -10166.178197; -2408.432285; -4928.632485; -3102.027386; -2322.338066; -4026.548436.